116
Properties=species:S:1:pos:R:3:forces:R:3 method="wB97M-V/def2-TZVPD" s_squared=6.00 total_charge=+2 multiplicity=5 homo_lumo_gap_ev="7.82 / 7.90" lumo_energy_ha="-0.1705 / -0.1676"
Ho 0.454400 -0.170300 0.314900 -0.1 0.4 0.1
C -4.503400 2.982900 0.752200 -0.6 0.4 0.4
N -3.451700 2.344000 0.009800 0.6 -0.4 -0.1
C -2.406900 1.670000 0.538900 0.1 -0.1 0.2
N -1.641900 1.146800 -0.421100 -0.2 0.0 0.3
C -2.225000 1.508500 -1.605400 -0.3 0.3 0.3
C -3.362000 2.262800 -1.348800 0.5 -0.3 -0.3
C -4.392100 2.809200 -2.233100 -0.2 0.1 -0.1
C -4.761900 4.152000 -2.171600 0.1 -0.1 -0.1
C -5.788800 4.627100 -2.968700 0.0 0.1 0.0
C -6.462400 3.767800 -3.821500 0.0 0.0 0.0
C -6.089100 2.434900 -3.897300 0.0 0.0 -0.1
C -5.055400 1.956500 -3.114100 0.0 0.1 0.1
C -1.665000 1.104900 -2.888800 0.1 -0.1 -0.2
C -1.854100 1.890100 -4.027300 0.1 -0.1 0.1
C -1.367900 1.476700 -5.253000 0.0 0.0 0.0
C -0.697100 0.269600 -5.364000 0.0 -0.1 0.0
C -0.498000 -0.514400 -4.238800 0.1 0.0 0.0
C -0.958500 -0.094900 -3.002000 -0.1 0.0 0.2
P -2.201100 1.511000 2.349300 0.6 -0.3 -0.5
C -0.448800 2.063000 2.352400 -0.2 0.1 0.0
N 0.354000 1.972600 1.294700 0.3 0.0 0.5
C 1.524200 2.608900 1.621900 -0.3 0.1 0.6
C 1.412200 3.092400 2.918000 0.4 -0.2 -0.8
N 0.160700 2.750100 3.346600 -0.2 -0.4 -0.9
C -0.378600 3.021900 4.651700 -0.3 0.1 0.7
C 2.347600 3.869300 3.739000 0.0 0.1 0.1
C 3.406300 3.256300 4.403900 -0.1 0.1 -0.1
C 4.276500 4.026500 5.155600 0.1 0.0 0.1
C 4.094100 5.397100 5.252900 0.0 0.0 0.0
C 3.035100 6.004400 4.597800 0.0 0.1 0.1
C 2.159000 5.244300 3.846000 0.1 -0.1 0.0
C 2.595200 2.689900 0.631000 0.1 0.0 -0.4
C 3.811700 3.322500 0.899200 -0.1 -0.1 -0.1
C 4.799600 3.387800 -0.069500 0.0 -0.1 0.0
C 4.608600 2.803300 -1.313100 -0.1 0.0 0.0
C 3.393600 2.200700 -1.604100 0.0 -0.1 0.0
C 2.390100 2.154400 -0.651300 -0.1 0.2 0.3
C -2.045700 -0.319000 2.307900 -0.2 0.2 -0.1
N -1.503400 -1.076500 1.347800 -0.2 -0.1 0.5
C -1.785000 -2.375000 1.680100 -0.3 0.1 0.4
C -2.535700 -2.395300 2.848600 0.5 -0.3 -0.7
N -2.680800 -1.091500 3.219600 0.5 0.2 -0.7
C -3.284200 -0.606100 4.432000 -0.3 0.3 0.6
C -3.056200 -3.534000 3.606600 -0.1 -0.1 0.1
C -2.170400 -4.515800 4.045900 -0.1 0.2 0.0
C -2.646300 -5.611900 4.739700 0.0 -0.1 0.0
C -4.002600 -5.747900 4.985400 0.0 0.0 0.0
C -4.885600 -4.774700 4.549800 -0.1 0.0 0.0
C -4.419500 -3.663600 3.870000 0.2 0.0 -0.1
C -1.352300 -3.492000 0.838600 0.1 -0.2 -0.1
C -2.205000 -4.576600 0.628300 0.1 0.1 0.0
C -1.826500 -5.624600 -0.190100 0.0 0.0 0.0
C -0.588200 -5.610100 -0.811800 0.0 0.0 0.0
C 0.273200 -4.545500 -0.601200 0.1 0.1 -0.1
C -0.099400 -3.490400 0.217200 -0.1 0.3 0.1
H -4.659000 2.457900 1.694900 0.0 0.0 -0.1
H -5.423000 2.956900 0.169500 0.1 0.0 0.1
H -4.253200 4.021600 0.971600 0.0 0.0 0.0
H -4.235400 4.831400 -1.516900 0.1 0.1 0.1
H -6.065900 5.669200 -2.917500 0.0 0.1 0.0
H -7.276600 4.135000 -4.426400 -0.1 0.0 -0.1
H -6.608500 1.762500 -4.562500 -0.1 0.0 -0.1
H -4.766800 0.917100 -3.166700 0.0 -0.1 0.0
H -2.387400 2.824000 -3.946300 0.0 0.1 0.0
H -1.524600 2.091100 -6.125700 0.0 0.1 -0.1
H -0.342300 -0.068100 -6.325300 0.0 0.0 -0.1
H -0.003900 -1.467900 -4.339900 0.0 -0.1 0.0
H -0.842200 -0.750700 -2.125400 -0.2 0.1 -0.3
H 0.306800 3.680700 5.183700 -0.1 -0.1 0.0
H -0.487300 2.094300 5.216400 0.1 0.0 0.0
H -1.353100 3.504900 4.569100 0.1 0.0 0.0
H 3.540600 2.187100 4.331400 0.0 -0.1 0.0
H 5.095300 3.551800 5.672600 0.1 0.0 0.1
H 4.769800 5.991600 5.847200 0.1 0.1 0.0
H 2.882400 7.068800 4.673900 0.0 0.1 0.0
H 1.336800 5.713400 3.325900 -0.1 0.1 -0.1
H 3.970800 3.785700 1.860500 0.1 0.0 0.0
H 5.724400 3.902500 0.147600 0.1 0.0 0.0
H 5.381900 2.853200 -2.066400 0.0 0.0 0.0
H 3.212100 1.784000 -2.585000 0.0 0.0 -0.1
H 1.401400 1.781200 -0.956700 0.3 0.3 0.0
H -3.519000 -1.450900 5.077000 0.0 0.1 -0.1
H -4.200000 -0.052400 4.217800 0.0 -0.1 0.0
H -2.585300 0.052600 4.950500 -0.1 -0.1 0.0
H -1.113800 -4.402200 3.854400 0.1 0.0 0.0
H -1.956600 -6.362700 5.087400 0.1 -0.1 0.0
H -4.372800 -6.614900 5.507400 0.0 -0.1 0.1
H -5.941700 -4.881500 4.735400 -0.1 0.0 0.0
H -5.114600 -2.913800 3.517800 -0.1 0.1 0.0
H -3.170800 -4.592700 1.107900 -0.1 0.0 0.0
H -2.495200 -6.459000 -0.340200 -0.1 0.0 0.0
H -0.288500 -6.431300 -1.444800 0.0 -0.1 0.0
H 1.250900 -4.550200 -1.061700 0.1 0.0 0.0
H 0.640000 -2.701500 0.436000 -0.2 -0.5 0.0
C 4.608600 -0.627100 0.978600 -0.3 0.1 0.4
N 4.622100 -1.066000 -0.402700 -0.4 0.0 -0.1
C 5.913600 -0.995100 -1.055200 0.3 0.0 -0.2
C 3.475000 -1.288900 -1.055900 0.6 -0.2 -0.2
O 2.360000 -0.881600 -0.601100 -0.6 0.1 0.2
N 3.520300 -1.939200 -2.245500 -0.2 0.1 0.3
C 4.364600 -3.097500 -2.481300 0.3 -0.2 0.0
C 2.361000 -1.850800 -3.105700 -0.2 0.2 0.0
H 5.568600 -0.863500 1.431200 0.1 0.0 -0.1
H 3.837300 -1.163600 1.525300 0.0 0.1 0.0
H 4.436500 0.451800 1.065100 0.0 -0.1 -0.1
H 6.372900 -0.032600 -0.822600 0.0 0.0 0.0
H 5.803100 -1.067400 -2.131500 0.0 0.0 0.0
H 6.570600 -1.788800 -0.696700 0.0 0.0 -0.1
H 4.966900 -3.323400 -1.605600 0.0 0.0 0.0
H 5.019600 -2.945100 -3.341600 0.0 0.0 0.1
H 3.732700 -3.964700 -2.691900 0.0 0.0 0.0
H 1.993400 -0.823400 -3.102800 0.0 -0.2 -0.1
H 1.560000 -2.528200 -2.785000 0.0 0.0 0.0
H 2.665100 -2.117200 -4.115900 0.0 0.0 0.0
I 1.404500 -0.808000 3.009900 0.1 -0.1 0.1


61
Properties=species:S:1:pos:R:3:forces:R:3 method="wB97M-V/def2-TZVPD" smiles="NC[C@@H](O)C[C@H]1CC(=O)N[C@H]1F.CNC(C)=O.CNC(C)=O.CNC(C)=O" homo_lumo_gap_ev=9.74 lumo_energy_ha=0.0198
N 1.178719 1.421381 0.117705 -0.2 0.0 -0.3
C 0.901178 0.034475 0.498386 0.0 0.1 0.1
C 2.100721 -0.580097 1.209470 0.0 0.0 0.1
O 1.670879 -1.812421 1.789007 -0.1 0.0 -0.1
C 3.369606 -0.728208 0.373035 -0.1 0.1 -0.1
C 3.372075 -1.705244 -0.819779 0.1 -0.2 -0.2
C 2.327361 -2.823879 -0.923333 -0.1 0.2 0.1
C 2.343598 -3.140743 -2.396441 0.1 0.3 -0.1
O 2.234915 -4.200940 -2.928965 -0.3 -0.3 -0.1
N 2.560792 -1.904888 -3.126871 0.2 -0.2 0.8
C 3.313322 -1.037917 -2.221696 -0.2 -0.1 -0.1
F 2.689989 0.201305 -2.197434 0.0 0.0 0.1
H 1.838563 1.436423 -0.653291 -0.1 0.0 0.0
H 0.315806 1.807253 -0.258801 0.0 0.0 0.1
H 0.090241 0.047768 1.228654 0.0 -0.1 -0.1
H 0.569341 -0.593804 -0.338456 0.1 0.0 0.0
H 2.343862 0.115152 2.021696 0.1 0.0 0.0
H 2.346645 -2.483597 1.671232 0.1 0.0 0.1
H 4.185831 -1.004784 1.044759 -0.1 0.0 0.1
H 3.616710 0.275635 0.016028 0.1 -0.1 0.0
H 4.341428 -2.215230 -0.809302 0.0 0.1 0.0
H 2.501530 -3.696365 -0.298115 0.1 0.0 -0.1
H 1.320087 -2.453225 -0.712664 0.1 -0.1 0.1
H 1.642479 -1.489294 -3.279290 0.2 0.1 -0.4
H 4.319596 -0.886803 -2.611750 -0.1 0.3 -0.1
C 1.504401 -7.206670 -3.960381 0.0 0.0 0.0
C 0.934932 -8.279916 -4.857655 0.0 0.0 0.0
O -0.103193 -8.862756 -4.597225 0.0 0.0 0.0
N 1.632422 -8.581237 -5.989967 0.0 0.0 0.0
C 2.866623 -7.994092 -6.461731 0.0 0.0 0.0
H 0.834634 -7.081835 -3.115687 0.0 0.0 0.0
H 2.493459 -7.485049 -3.594040 0.0 0.0 0.0
H 1.595971 -6.253849 -4.480628 0.0 0.0 0.0
H 1.203826 -9.304217 -6.546208 0.0 0.0 0.0
H 2.733309 -7.522963 -7.437557 0.0 0.0 0.0
H 3.655308 -8.744407 -6.546946 0.0 0.0 0.0
H 3.202018 -7.231144 -5.766038 0.0 0.0 0.0
C -1.969103 5.399725 1.948315 0.0 0.0 0.0
C -1.290220 4.407412 1.037691 0.0 0.0 0.0
O -1.918106 3.572374 0.399530 0.0 0.0 0.0
N 0.061604 4.456591 0.939956 -0.1 0.1 -0.2
C 0.988757 5.334102 1.614236 0.0 0.0 0.0
H -3.035640 5.206154 1.923226 0.0 0.0 0.0
H -1.634085 5.299807 2.980266 0.0 0.0 0.0
H -1.776621 6.422822 1.621168 0.0 0.0 0.0
H 0.425445 3.747731 0.323143 0.2 0.0 0.2
H 1.567929 5.922040 0.899502 0.0 0.0 0.0
H 1.684150 4.764845 2.233936 0.0 0.0 0.0
H 0.446390 6.021579 2.256922 0.0 0.0 0.0
C -5.557188 5.045184 6.314766 0.0 0.0 0.0
C -5.033199 5.232163 4.908320 0.0 0.0 0.0
O -3.843725 5.372066 4.680753 0.0 0.0 0.0
N -5.941869 5.234576 3.896578 0.0 0.0 0.0
C -7.377457 5.076166 3.980253 0.0 0.0 0.0
H -4.707030 5.066816 6.989285 0.0 0.0 0.0
H -6.252399 5.840485 6.586369 0.0 0.0 0.0
H -6.074534 4.090780 6.418973 0.0 0.0 0.0
H -5.531564 5.352521 2.983287 0.0 0.0 0.0
H -7.709285 4.196947 3.425538 0.0 0.0 0.0
H -7.894308 5.950943 3.581933 0.0 0.0 0.0
H -7.676930 4.952354 5.016337 0.0 0.0 0.0


102
Properties=species:S:1:pos:R:3:forces:R:3 method="wB97M-V/def2-TZVPD" relative_energy_kj_mol=38.4 total_charge=-2 homo_lumo_gap_ev=4.63 lumo_energy_ha=0.1276
Rb -0.158907 -0.657964 0.419877 1.0 0.9 -0.4
C -0.153990 -2.652286 -2.024489 0.1 -0.1 -0.1
N 0.459064 -1.435640 -2.545666 0.0 -0.2 0.0
C -0.468087 -0.660376 -3.360165 0.0 0.0 0.1
C -1.632256 -0.025651 -2.590397 0.1 0.1 -0.1
N -1.314845 1.254379 -1.965327 0.0 -0.2 -0.1
C -2.416518 1.704775 -1.115917 0.1 0.0 0.0
C -0.863384 2.298423 -2.838238 0.0 0.0 0.1
C -1.148630 2.245188 -4.203634 0.0 0.1 0.0
C -0.710062 3.218166 -5.093279 0.0 0.0 0.1
C 0.024815 4.284264 -4.590147 0.0 0.0 0.0
C 0.289354 4.361953 -3.233794 0.0 0.0 0.1
C -0.139145 3.398512 -2.294326 0.1 0.0 0.0
S 0.259563 3.586913 -0.605056 -0.1 0.0 -0.2
C 1.713494 -1.750670 -3.169469 -0.1 0.1 0.0
C 1.857441 -1.619220 -4.553281 0.1 0.0 0.1
C 3.053353 -1.897815 -5.204828 0.0 0.0 0.1
C 4.129531 -2.342196 -4.451413 0.0 0.0 0.0
C 3.993484 -2.493957 -3.080675 0.0 0.0 0.1
C 2.807547 -2.209309 -2.377253 0.0 0.0 0.1
S 2.775526 -2.399472 -0.637635 0.0 -0.1 -0.2
H -0.533895 -3.304608 -2.828343 0.0 0.1 -0.1
H -0.982511 -2.417035 -1.363360 -0.1 0.0 -0.1
H 0.589651 -3.194099 -1.442414 0.0 0.0 0.0
H -0.904930 -1.290315 -4.156944 0.0 0.0 0.0
H 0.098361 0.131377 -3.845435 0.0 0.0 0.0
H -1.967858 -0.689169 -1.792925 -0.1 0.0 0.0
H -2.491910 0.057183 -3.278863 0.0 0.0 0.0
H -3.274955 2.038308 -1.723294 0.0 -0.1 0.0
H -2.066643 2.535140 -0.503151 0.0 0.0 0.0
H -2.749350 0.885744 -0.474057 0.0 0.0 0.0
H -1.726537 1.417008 -4.594440 0.0 0.0 0.0
H -0.937739 3.135300 -6.149561 0.0 0.0 0.0
H 0.397450 5.056329 -5.255939 0.0 0.0 0.0
H 0.863529 5.192451 -2.839536 0.0 0.0 0.0
H 1.019478 -1.281114 -5.145787 0.0 0.0 0.0
H 3.132200 -1.763873 -6.277399 0.0 0.0 0.0
H 5.077676 -2.570278 -4.928147 0.0 0.0 0.0
H 4.833464 -2.834629 -2.485727 0.0 0.0 0.0
O 5.682141 1.469018 5.431395 0.0 0.0 0.1
C 4.320425 1.821034 5.663935 0.0 0.0 -0.1
C 3.468140 1.345410 4.521231 0.1 0.0 0.0
C 2.170338 0.915814 4.748008 -0.1 0.0 0.0
C 1.406751 0.530491 3.657797 0.1 0.0 -0.1
N 1.850014 0.554497 2.406126 -0.2 -0.1 0.3
C 3.095678 0.970001 2.182270 0.0 0.0 -0.4
C 3.936168 1.367534 3.217599 0.0 0.0 0.1
C 3.522874 1.019079 0.742953 0.0 -0.1 0.3
C 4.860718 1.120953 0.375471 0.1 0.0 -0.1
C 5.169466 1.143869 -0.974719 0.0 0.0 0.1
C 6.582091 1.219862 -1.479587 0.0 0.0 0.1
O 7.516238 1.156132 -0.402541 0.0 0.0 0.0
C 4.132910 1.088534 -1.894219 0.0 0.0 -0.1
C 2.836094 0.992518 -1.427699 -0.1 0.0 0.1
N 2.541488 0.943112 -0.136496 -0.3 0.0 -0.1
H 6.209105 1.826740 6.150759 0.0 0.0 0.0
H 4.224136 2.909808 5.750608 0.0 0.0 0.0
H 3.954622 1.377200 6.595162 0.0 0.0 0.0
H 1.753819 0.884369 5.748314 0.0 0.0 0.0
H 0.388236 0.180829 3.796779 0.0 0.0 0.0
H 4.942109 1.704829 3.014708 0.0 0.0 0.0
H 5.655004 1.137651 1.107017 0.0 0.0 0.0
H 6.714213 2.157082 -2.032099 0.0 0.0 0.0
H 6.742929 0.394097 -2.179939 0.0 0.0 0.0
H 8.370530 0.917706 -0.768738 0.0 0.0 0.0
H 4.323845 1.094649 -2.961663 0.0 0.0 0.0
H 1.996584 0.933961 -2.111523 0.0 0.0 0.0
C -4.082426 1.382707 2.498531 -0.1 0.1 -0.1
Te -2.670417 -0.142851 2.975180 0.0 0.3 0.6
C -2.404103 1.080252 4.733904 -0.1 0.2 0.1
C -3.712503 1.808618 4.929602 0.1 -0.1 0.0
C -4.127458 2.312036 6.158822 0.0 0.0 0.0
C -5.339348 2.978195 6.283185 0.0 0.0 -0.1
C -6.143017 3.160198 5.164916 0.1 0.0 0.0
C -5.733652 2.663498 3.935473 0.0 0.0 0.0
C -4.531001 1.975836 3.809401 0.0 0.0 0.0
H -4.910798 0.935773 1.952340 0.0 0.0 0.0
H -3.606227 2.124373 1.856392 0.0 0.0 0.0
H -1.596912 1.794506 4.557400 0.0 0.0 0.0
H -2.142935 0.476983 5.602923 0.0 0.0 0.0
H -3.494701 2.172213 7.028372 0.0 0.0 0.0
H -5.657467 3.350045 7.249672 0.0 0.0 0.0
H -7.090376 3.678345 5.251309 0.0 0.0 0.0
H -6.358960 2.799941 3.060554 0.0 0.0 0.0
C -2.540317 -6.496753 -3.766807 0.0 0.0 0.0
C -2.656424 -5.578578 -2.577346 0.0 0.0 0.0
C -1.861463 -5.767632 -1.451545 0.0 0.0 0.0
C -1.931982 -4.902671 -0.369294 -0.1 0.0 0.0
C -2.812649 -3.832420 -0.405628 0.0 0.0 -0.2
C -3.626951 -3.635993 -1.512424 0.0 -0.1 0.0
C -3.544645 -4.507421 -2.587801 0.0 0.0 0.0
S -2.880731 -2.690069 0.950254 -0.1 -0.1 0.1
O -3.886784 -3.244254 1.831353 0.0 0.0 0.1
O -3.246242 -1.390486 0.357374 0.0 -0.3 0.0
O -1.526236 -2.640695 1.508911 -0.5 -0.7 0.0
H -1.550981 -6.952434 -3.813994 0.0 0.0 0.0
H -2.705141 -5.952971 -4.697909 0.0 0.0 0.0
H -3.276777 -7.303871 -3.721068 0.0 0.0 0.0
H -1.149972 -6.586133 -1.434043 0.0 0.0 0.0
H -1.277705 -5.022332 0.484235 0.0 0.0 0.0
H -4.293210 -2.783459 -1.533926 0.0 0.0 0.0
H -4.161986 -4.336314 -3.463798 0.0 0.0 0.0


18
Properties=species:S:1:pos:R:3:forces:R:3 method="wB97M-V/def2-TZVPD" relative_energy_kj_mol=526.8 total_charge=+2 homo_lumo_gap_ev="7.40 / 5.77" lumo_energy_ha="-0.3803 / -0.3897"
C -1.019412 1.910026 -1.578777 -0.4 -1.7 0.9
C -0.795427 1.548701 -0.263698 1.0 1.2 -0.5
C 0.451081 -0.207071 -1.168593 0.8 -1.7 -0.6
C 0.288132 0.126458 -2.508917 -0.7 2.3 2.1
C -0.002201 -0.217417 1.181901 -0.8 1.2 0.2
C 1.277719 -2.191446 0.582412 -0.3 0.0 -1.6
N -0.594082 1.122078 -2.555099 0.3 0.2 -1.8
N -0.032722 0.427679 -0.128204 -0.7 -1.2 1.5
N 0.463233 -1.455031 1.358626 1.5 -1.5 0.0
N -0.582279 0.402563 2.224816 0.9 0.2 -0.2
Cl 1.148594 -0.408680 -3.806887 0.0 -0.5 -0.4
Br 1.704585 -4.006862 0.899055 -0.6 2.1 -0.2
H -1.719539 2.678814 -1.804228 -0.2 0.8 -0.4
H -0.921398 2.171566 0.612796 -0.4 0.1 -0.4
H 1.350781 -1.614360 -0.403320 1.0 -1.3 0.6
H 0.302591 -1.901254 2.248113 -0.6 0.2 0.8
H -1.248577 1.130045 1.985931 0.1 -0.2 0.7
H -0.071078 0.484190 3.124072 -0.7 -0.2 -0.7


6
Properties=species:S:1:pos:R:3:forces:R:3 method="wB97M-V/def2-TZVPD" relative_energy_kj_mol=54.2 total_charge=-1 homo_lumo_gap_ev=5.28 lumo_energy_ha=0.1154
C -1.766475 0.000279 0.090759 0.1 2.9 -1.4
N 2.313958 0.550206 -0.035502 -0.8 1.4 0.0
O -1.699282 -1.074927 0.386942 0.2 -4.7 1.7
O -1.859559 1.079278 -0.286494 -0.2 1.8 -0.3
Cl 3.983709 0.897064 0.151096 1.2 0.6 0.2
Br 2.197482 -1.270903 -0.105933 -0.5 -2.0 -0.1